ORCA calculation (the ωB97M-V functional and the def2-TZVPD basis) on a cluster of 12 separate species, C52H136N8O18 in total at a distorted geometry.

Properties
Orbital gap ... 8.30 eV
Energy above the lowest of the compared OMol25 structures with the same formula, charge and spin ... 0.0 kcal per mole
Total energy ... -3854.73845 a.u.
Multiplicity ... 1

Atoms and positions in Å:
C -1.36 17.95 20.29
O -1.72 17.69 18.94
C -1.65 16.29 18.62
C -2.11 15.93 17.20
C -3.55 16.49 16.86
N -2.22 14.48 17.09
H -1.22 19.02 20.36
H -0.44 17.50 20.64
H -2.22 17.76 20.94
H -0.61 15.98 18.71
H -2.23 15.68 19.32
H -1.45 16.29 16.42
H -3.48 17.56 16.68
H -4.29 16.30 17.65
H -3.90 16.09 15.91
H -1.39 13.90 17.11
H -2.64 14.18 16.22
C 1.19 9.54 15.73
O -0.04 10.22 15.83
C -1.16 9.58 15.17
C -2.46 10.28 15.61
C -2.52 10.49 17.13
N -3.63 9.53 15.19
H 1.53 9.52 14.70
H 1.01 8.51 16.02
H 1.93 9.98 16.40
H -0.91 9.55 14.11
H -1.18 8.51 15.40
H -2.53 11.28 15.17
H -1.68 11.13 17.39
H -2.45 9.49 17.57
H -3.45 11.00 17.39
H -3.38 9.29 14.24
H -3.64 8.63 15.63
C 1.62 12.37 20.55
O 1.92 12.75 19.20
C 0.77 12.78 18.43
C 0.99 13.32 17.07
N -0.08 12.85 16.15
C 0.26 13.38 14.83
C -0.74 13.03 13.77
O -1.97 13.60 14.11
C -2.97 13.44 13.10
H 0.81 13.00 20.90
H 2.50 12.66 21.12
H 1.25 11.37 20.76
H -0.06 13.29 18.92
H 0.47 11.74 18.32
H 1.99 13.13 16.68
H 0.98 14.40 17.18
H -0.13 11.84 16.15
H 1.23 12.98 14.52
H 0.34 14.47 14.88
H -0.79 11.96 13.58
H -0.31 13.55 12.91
H -3.42 12.45 13.18
H -2.73 13.71 12.07
H -3.72 14.18 13.35
C -12.59 13.72 14.81
O -11.49 13.35 15.62
C -10.95 12.06 15.28
C -9.92 11.66 16.36
N -10.34 11.43 17.70
C -11.55 10.62 17.88
C -12.08 10.71 19.32
O -12.50 12.00 19.63
C -13.03 12.19 20.93
H -13.36 12.96 14.90
H -12.29 13.90 13.78
H -12.84 14.73 15.14
H -10.44 12.16 14.32
H -11.74 11.34 15.10
H -9.20 12.48 16.31
H -9.40 10.77 16.02
H -10.42 12.36 18.07
H -11.50 9.59 17.54
H -12.27 11.04 17.17
H -11.29 10.37 19.99
H -12.90 9.99 19.35
H -12.33 11.81 21.67
H -14.01 11.73 21.08
H -13.21 13.23 21.20
C -5.37 20.34 14.68
O -5.21 19.26 13.74
C -6.11 18.24 14.01
C -5.94 16.98 13.17
N -6.34 17.36 11.83
C -6.43 16.23 10.91
C -7.82 15.54 11.13
O -7.77 14.76 12.29
C -9.01 14.03 12.52
H -4.97 20.09 15.66
H -6.40 20.70 14.69
H -4.75 21.17 14.32
H -7.10 18.65 13.83
H -6.06 17.88 15.04
H -6.46 16.11 13.58
H -4.91 16.63 13.19
H -7.18 17.93 11.77
H -5.58 15.58 11.07
H -6.31 16.62 9.90
H -7.98 14.96 10.22
H -8.59 16.31 11.15
H -9.34 13.55 11.60
H -9.87 14.63 12.81
H -8.80 13.19 13.17
C -2.93 7.02 5.83
O -3.93 7.61 6.62
C -3.65 8.78 7.34
C -4.97 9.36 7.89
N -5.56 10.36 6.92
C -6.81 10.94 7.44
C -6.62 11.78 8.74
O -6.60 10.99 9.90
C -6.52 11.69 11.16
H -3.36 6.18 5.28
H -2.17 6.63 6.51
H -2.48 7.68 5.09
H -3.06 9.52 6.79
H -2.97 8.64 8.19
H -4.73 9.77 8.88
H -5.69 8.55 8.01
H -5.64 9.79 6.09
H -7.60 10.20 7.60
H -7.24 11.57 6.66
H -7.50 12.43 8.80
H -5.70 12.38 8.70
H -5.72 12.42 11.13
H -6.49 11.01 12.02
H -7.44 12.25 11.36
C -12.35 6.81 13.19
O -11.49 5.93 13.94
C -11.19 6.30 15.29
C -10.30 7.56 15.32
N -9.07 7.18 14.59
C -8.32 8.33 14.09
C -8.85 8.87 12.79
O -8.55 7.92 11.78
C -9.20 8.14 10.50
H -13.17 7.23 13.77
H -12.66 6.44 12.21
H -11.79 7.68 12.84
H -10.57 5.47 15.63
H -12.08 6.34 15.92
H -10.12 7.86 16.36
H -10.84 8.39 14.88
H -9.40 6.56 13.87
H -7.29 8.01 13.93
H -8.25 9.09 14.87
H -8.20 9.73 12.59
H -9.90 9.18 12.79
H -10.27 8.00 10.60
H -8.78 7.40 9.82
H -8.97 9.12 10.07
C -7.75 13.34 19.75
O -6.63 13.90 20.40
C -5.40 13.52 19.87
C -4.25 14.21 20.57
N -4.29 13.86 21.95
C -3.36 14.64 22.78
C -3.52 14.28 24.26
O -4.78 14.94 24.62
C -5.15 14.71 25.93
H -8.61 13.91 20.11
H -7.84 12.33 20.14
H -7.70 13.33 18.67
H -5.36 13.81 18.82
H -5.28 12.45 19.97
H -4.46 15.26 20.43
H -3.29 13.95 20.13
H -5.23 14.05 22.26
H -3.62 15.68 22.63
H -2.31 14.63 22.50
H -2.67 14.63 24.83
H -3.63 13.22 24.48
H -4.39 15.18 26.56
H -5.16 13.65 26.20
H -6.12 15.19 26.09
C -6.71 9.91 18.73
C -7.74 8.85 18.52
O -8.93 9.25 19.07
H -6.90 10.82 18.16
H -5.74 9.69 18.29
H -6.47 10.11 19.78
H -7.49 7.85 18.88
H -7.96 8.65 17.47
H -9.26 9.96 18.51
C -5.54 12.85 16.17
C -6.17 11.95 15.09
O -6.23 10.63 15.64
H -5.77 13.90 15.97
H -4.46 12.75 16.07
H -5.84 12.61 17.19
H -5.62 11.91 14.15
H -7.17 12.30 14.82
H -5.38 10.21 15.52
C -9.14 15.61 16.05
C -8.14 16.31 16.99
O -8.66 17.60 17.07
H -8.93 14.54 16.07
H -9.07 16.01 15.04
H -10.16 15.79 16.40
H -7.16 16.37 16.52
H -8.10 15.84 17.98
H -8.11 18.10 17.68
C -5.49 6.95 16.27
C -4.22 6.14 16.06
O -3.16 7.04 16.50
H -6.38 6.35 16.08
H -5.52 7.67 15.46
H -5.55 7.54 17.19
H -3.97 5.84 15.05
H -4.33 5.24 16.66
H -2.45 6.43 16.74

ORCA calculation (the ωB97M-V functional and the def2-TZVPD basis) on a cluster of 14 separate species, C52H141N9O22 in total at a distorted geometry.

Properties
Orbital gap ... 8.70 eV
Total energy ... -4213.50439 a.u.
Multiplicity ... 1

Atoms and positions in Å:
C 4.01 -3.74 -0.47
C 2.63 -3.38 -1.14
O 2.02 -4.65 -1.33
O 4.72 -2.56 -0.08
H 4.59 -4.27 -1.22
H 3.80 -4.38 0.42
H 2.70 -2.79 -2.09
H 2.05 -2.67 -0.52
H 1.51 -4.65 -2.15
H 4.72 -2.11 -0.94
C 3.36 0.21 3.92
C 3.75 -0.97 3.11
O 3.68 -0.65 1.74
O 1.98 0.61 3.72
H 4.05 1.06 3.55
H 3.70 0.06 5.02
H 3.17 -1.88 3.30
H 4.78 -1.21 3.37
H 3.81 -1.40 1.17
H 2.02 1.57 3.84
C -4.05 -2.95 0.46
C -4.62 -2.54 1.83
O -5.21 -3.76 2.36
O -2.82 -3.74 0.55
H -3.65 -2.17 -0.12
H -4.89 -3.42 -0.08
H -5.34 -1.77 1.79
H -3.81 -2.21 2.53
H -5.22 -3.70 3.31
H -3.06 -4.32 1.31
C 4.97 1.65 -1.26
C 5.73 1.26 0.08
O 6.44 0.09 -0.12
O 4.37 2.92 -1.12
H 4.24 0.83 -1.41
H 5.70 1.70 -2.05
H 4.97 1.21 0.89
H 6.33 2.06 0.45
H 5.92 -0.62 0.22
H 4.54 3.54 -1.84
C 0.85 4.60 5.08
C 1.00 4.50 3.55
O 1.91 3.42 3.29
O 0.24 3.52 5.75
H 0.33 5.55 5.35
H 1.86 4.65 5.48
H 1.52 5.41 3.24
H 0.09 4.44 2.98
H 1.91 3.22 2.32
H 0.61 2.70 5.46
C 5.50 -0.41 -4.94
C 4.61 -1.32 -4.05
C 4.10 -2.56 -4.84
O 3.24 -2.10 -5.87
C 1.93 -1.90 -5.42
N 5.30 -1.69 -2.78
H 6.37 -1.04 -5.18
H 5.80 0.48 -4.39
H 4.95 -0.15 -5.87
H 3.69 -0.76 -3.81
H 3.48 -3.26 -4.31
H 4.97 -3.05 -5.24
H 1.41 -2.86 -5.16
H 1.37 -1.26 -6.10
H 1.98 -1.35 -4.48
H 5.75 -2.64 -2.86
H 6.07 -1.05 -2.50
C 0.63 5.43 -0.96
C -0.94 5.61 -1.09
C -1.73 6.24 0.08
O -1.63 5.35 1.21
C -2.33 5.86 2.29
N -1.26 6.43 -2.27
H 1.12 6.41 -0.93
H 1.06 4.81 -1.79
H 1.00 4.84 -0.09
H -1.25 4.58 -1.33
H -2.79 6.35 -0.24
H -1.35 7.24 0.36
H -2.09 5.30 3.17
H -3.38 5.80 2.09
H -1.95 6.91 2.46
H -0.88 6.27 -3.16
H -1.39 7.45 -2.12
C -6.54 4.95 2.43
C -5.66 4.01 1.68
C -6.40 2.72 1.24
O -5.53 1.99 0.30
C -6.08 0.75 -0.13
N -5.13 4.68 0.51
H -7.36 5.31 1.87
H -6.00 5.84 2.73
H -6.97 4.59 3.34
H -4.78 3.64 2.20
H -7.34 3.00 0.76
H -6.67 2.10 2.11
H -5.97 -0.03 0.61
H -5.43 0.39 -0.94
H -7.07 0.77 -0.55
H -4.42 4.13 0.10
H -5.78 4.89 -0.24
C 1.31 0.67 -0.96
C 0.88 1.70 0.07
C -0.11 1.13 1.07
O -1.26 0.65 0.49
C -1.99 1.64 -0.20
N 1.99 2.26 0.81
H 1.98 1.11 -1.73
H 0.42 0.14 -1.46
H 2.00 -0.01 -0.46
H 0.50 2.61 -0.43
H -0.37 1.94 1.70
H 0.33 0.34 1.67
H -3.02 1.23 -0.33
H -1.47 1.73 -1.20
H -1.97 2.58 0.34
H 2.64 2.76 0.20
H 2.49 1.45 1.22
C -2.95 2.87 -4.04
C -4.08 3.33 -3.01
C -4.59 4.66 -3.49
O -5.44 5.23 -2.52
C -5.45 6.65 -2.47
N -5.11 2.31 -2.93
H -2.45 2.00 -3.69
H -2.22 3.67 -4.17
H -3.38 2.52 -4.97
H -3.75 3.54 -1.96
H -5.05 4.54 -4.50
H -3.74 5.23 -3.65
H -6.16 7.08 -1.76
H -5.77 6.93 -3.48
H -4.49 7.07 -2.24
H -5.75 2.66 -2.20
H -5.67 2.35 -3.78
C 5.03 3.75 -5.67
C 4.01 4.05 -4.57
C 3.08 2.87 -4.24
O 2.25 2.56 -5.38
C 0.98 2.12 -4.92
N 4.73 4.53 -3.36
H 5.64 2.98 -5.27
H 5.63 4.62 -6.05
H 4.56 3.29 -6.53
H 3.31 4.78 -5.00
H 2.36 3.26 -3.47
H 3.49 1.92 -3.90
H 1.07 1.21 -4.38
H 0.46 1.83 -5.81
H 0.39 2.86 -4.33
H 5.56 5.01 -3.59
H 4.18 5.19 -2.89
C -1.45 -0.83 -4.02
O -1.25 -2.23 -3.95
C -1.04 -2.73 -2.67
C -0.95 -4.27 -2.72
N 0.20 -4.72 -3.54
C 0.25 -6.20 -3.58
C 1.38 -6.65 -4.48
O 1.09 -6.29 -5.75
C 2.23 -6.23 -6.63
H -0.69 -0.21 -3.65
H -2.36 -0.58 -3.44
H -1.70 -0.61 -5.08
H -1.95 -2.40 -2.11
H -0.11 -2.28 -2.20
H -1.84 -4.72 -3.16
H -0.73 -4.65 -1.73
H 0.20 -4.31 -4.46
H -0.66 -6.69 -3.89
H 0.48 -6.60 -2.60
H 1.54 -7.80 -4.34
H 2.35 -6.25 -4.14
H 2.71 -7.23 -6.51
H 2.96 -5.47 -6.38
H 1.80 -6.12 -7.59
C 0.67 -2.39 1.95
O 1.16 -3.45 2.84
C 2.11 -4.18 2.08
C 2.49 -5.28 3.00
N 1.35 -6.21 3.21
C 1.56 -7.23 4.22
C 0.43 -8.29 4.19
O -0.81 -7.77 4.68
C -1.90 -8.62 4.50
H 1.37 -1.54 1.82
H -0.23 -2.09 2.47
H 0.30 -2.88 1.04
H 3.02 -3.55 1.85
H 1.75 -4.51 1.17
H 3.00 -4.78 3.87
H 3.24 -5.99 2.52
H 0.49 -5.75 3.51
H 1.56 -6.78 5.23
H 2.49 -7.72 3.97
H 0.65 -9.15 4.82
H 0.36 -8.62 3.13
H -2.79 -8.07 4.88
H -1.75 -9.63 4.91
H -2.12 -8.86 3.43
C -0.52 -4.43 6.38
O -0.91 -3.08 6.57
C -0.10 -2.20 5.87
C -0.22 -0.77 6.43
N -1.61 -0.19 6.35
C -1.71 0.45 5.04
C -2.79 1.49 4.93
O -4.07 0.80 5.10
C -4.82 1.01 6.34
H -0.23 -4.62 5.36
H -1.31 -5.07 6.66
H 0.25 -4.73 7.05
H -0.26 -2.24 4.75
H 0.98 -2.42 6.01
H 0.59 -0.17 6.01
H 0.10 -0.93 7.50
H -2.25 -0.94 6.41
H -1.92 -0.30 4.26
H -0.82 1.01 4.83
H -2.79 1.88 3.89
H -2.69 2.33 5.57
H -5.86 0.75 6.22
H -4.71 2.03 6.73
H -4.36 0.37 7.10